{
  "formula": "C19H26CoN",
  "method": "the ωB97M-V functional and the def2-TZVPD basis",
  "homo_lumo_gap_ev": [8.52, 7.87],
  "total_charge": 1,
  "e_lumo_ev": [-3.1728, -3.9116],
  "multiplicity": 4,
  "homo_ev": [-11.695, -11.780],
  "energy_ha": -2176.79931,
  "e_above_lowest_ev": 0.000,
  "symbols": ["Co", "C", "C", "C", "C", "C", "C", "C", "C", "C", "C", "H", "H", "H", "H", "H", "H", "H", "H", "H", "H", "H", "H", "H", "H", "C", "N", "C", "C", "C", "C", "C", "C", "C", "C", "H", "H", "H", "H", "H", "H", "H", "H", "H", "H", "H", "H"],
  "coordinates": [[11.48281, -8.25525, -4.23473], [12.19658, -13.23173, -3.43554], [11.45030, -11.88149, -3.45381], [11.22758, -11.39456, -2.03391], [12.31771, -10.93053, -4.31869], [12.19427, -10.97709, -5.71955], [12.77973, -10.08190, -6.55521], [13.45142, -8.96532, -6.05247], [13.93526, -7.87881, -6.95556], [13.46596, -8.76252, -4.65487], [12.94294, -9.81226, -3.79943], [11.66620, -14.02352, -2.96001], [13.10308, -13.00031, -2.87535], [12.59850, -13.57233, -4.44518], [10.41161, -12.12625, -3.95133], [12.21336, -11.21284, -1.58705], [10.68090, -12.14287, -1.42542], [10.75358, -10.40647, -1.97432], [11.69445, -11.82096, -6.20169], [12.84320, -10.22716, -7.60446], [14.67408, -8.22411, -7.72461], [14.42999, -7.15832, -6.32530], [13.06765, -7.38318, -7.48625], [14.06896, -7.87280, -4.32061], [13.27011, -9.85689, -2.73407], [11.72264, -5.48038, -3.30411], [11.41827, -6.83701, -2.68961], [12.35458, -7.13676, -1.52276], [10.00258, -6.81526, -2.26136], [9.06811, -7.34817, -3.38365], [7.67580, -7.13008, -3.38431], [6.86599, -7.67617, -4.39027], [7.46780, -8.44201, -5.34703], [8.82181, -8.63404, -5.41420], [9.63343, -8.02945, -4.50079], [11.51447, -4.52952, -2.71662], [11.16797, -5.39325, -4.27039], [12.80246, -5.46992, -3.53123], [12.34930, -6.40260, -0.76173], [13.33524, -7.19925, -1.93311], [12.17403, -8.12746, -1.09334], [9.65853, -5.76184, -2.09113], [9.94799, -7.37920, -1.33532], [7.25004, -6.67801, -2.46964], [5.81155, -7.57242, -4.35375], [6.87867, -8.91009, -6.09102], [9.34821, -9.07230, -6.26379]]
}